Computed, not measured: an isolated ion of composition C3H2NO2S and charge -1 in a non-equilibrium geometry, with ωB97M-V/def2-TZVPD.

Values from the calculation:
spin multiplicity: 1
E_HOMO: -3.225 eV
maximum force: 1.49 eV/Å
energy relative to the best compared isomer or geometry (same formula, charge and spin): 34.27 kcal/mol
HOMO-LUMO gap: 6.49 eV
total charge: -1
E: -19563.720 eV

Last column: natural (NBO) charge in e.
Element x y z (Å)
S -0.35 1.77 -0.06  0.0208
O -2.31 0.09 0.47  -0.5661
O -0.45 -2.09 -0.33  -0.8261
N 1.16 -0.37 -0.37  -0.4063
C 1.13 0.87 -0.49  -0.0674
C -1.17 0.17 0.17  0.4122
C -0.08 -0.98 0.13  0.1980
H 0.10 -0.93 1.28  0.0701
H 1.97 1.47 -0.80  0.1648